one) {
  "formula": "C4H10NS",
  "method": "ωB97M-V/def2-TZVPD",
  "symbols": ["C", "C", "S", "C", "N", "C", "H", "H", "H", "H", "H", "H", "H", "H", "H", "H"],
  "xyz": [[-0.384, 0.963, 0.488], [0.708, 1.191, 1.630], [0.221, 2.350, 3.120], [0.414, 0.243, -0.725], [-0.449, -0.637, -1.612], [-0.571, -1.986, -1.006], [-1.221, 0.205, 0.738], [-0.722, 2.025, 0.356], [1.608, 1.769, 1.262], [1.074, 0.316, 1.951], [0.647, 0.997, -1.627], [1.401, -0.071, -0.349], [-1.364, -0.343, -1.805], [0.434, -2.474, -1.091], [-1.345, -2.687, -1.412], [-0.449, -1.860, 0.083]],
  "nbo_charge": [-0.455, -0.483, -0.774, -0.250, -0.656, -0.442, 0.187, 0.230, 0.182, 0.154, 0.190, 0.212, 0.354, 0.173, 0.195, 0.184],
  "total_charge": -1,
  "smiles": "CNCCC[S-]"
}

two) {
  "formula": "C4H10NS",
  "method": "ωB97M-V/def2-TZVPD",
  "symbols": ["C", "N", "C", "C", "S", "C", "H", "H", "H", "H", "H", "H", "H", "H", "H", "H"],
  "xyz": [[-1.490, 1.073, 0.432], [-0.185, 0.747, 0.990], [0.661, -0.213, 0.284], [0.016, -1.609, 0.120], [1.229, -2.944, -0.085], [1.182, 0.289, -1.035], [-2.143, 0.215, 0.288], [-1.382, 1.529, -0.571], [-1.962, 1.810, 1.083], [0.251, 1.620, 1.238], [1.487, -0.470, 0.945], [-0.868, -1.529, -0.552], [-0.568, -1.817, 1.035], [1.391, 1.362, -1.056], [2.046, -0.275, -1.378], [0.336, 0.211, -1.739]],
  "nbo_charge": [-0.409, -0.638, -0.088, -0.536, -0.702, -0.631, 0.194, 0.146, 0.179, 0.341, 0.206, 0.156, 0.183, 0.174, 0.238, 0.187],
  "total_charge": -1,
  "smiles": "CN[C@H](C)C[S-]"
}

Stability, descending: two), one)

one) {
  "formula": "C8H10N2O2S",
  "method": "ωB97M-V/def2-TZVPD",
  "symbols": ["C", "C", "C", "C", "C", "C", "C", "C", "N", "N", "O", "O", "S", "H", "H", "H", "H", "H", "H", "H", "H", "H", "H"],
  "xyz": [[-2.717, 1.678, 0.976], [-3.165, 1.248, -0.264], [-1.425, 1.360, 1.363], [-2.304, 0.513, -1.063], [-0.669, 0.626, 0.470], [1.955, -0.137, -1.161], [1.012, 0.271, 0.915], [1.500, -0.922, 0.094], [-1.066, 0.205, -0.703], [2.552, -1.612, 0.800], [3.385, 1.451, 0.475], [1.453, 2.533, -0.606], [2.071, 1.341, -0.103], [-3.356, 2.255, 1.628], [-4.164, 1.481, -0.599], [-1.023, 1.669, 2.314], [-2.610, 0.154, -2.036], [2.879, -0.474, -1.620], [1.162, -0.006, -1.887], [1.104, 0.226, 1.991], [0.700, -1.635, -0.130], [3.292, -0.957, 1.031], [2.946, -2.348, 0.229]],
  "nbo_charge": [-0.150, -0.259, -0.264, 0.053, 0.275, -0.674, -0.488, -0.086, -0.467, -0.826, -0.944, -0.916, 2.162, 0.222, 0.224, 0.227, 0.197, 0.240, 0.263, 0.254, 0.226, 0.372, 0.361]
}

two) {
  "formula": "C8H10N2O2S",
  "method": "ωB97M-V/def2-TZVPD",
  "symbols": ["C", "C", "C", "C", "C", "C", "C", "C", "N", "N", "O", "O", "S", "H", "H", "H", "H", "H", "H", "H", "H", "H", "H"],
  "xyz": [[2.994, 0.237, -1.074], [2.664, -0.563, -2.145], [2.085, 0.698, -0.127], [1.356, -0.967, -2.156], [0.778, 0.195, -0.324], [-1.403, -1.134, 1.823], [-0.391, 0.639, 0.611], [-1.732, -0.112, 0.680], [0.442, -0.574, -1.321], [-2.764, 0.828, 0.830], [-0.064, 0.956, 3.358], [1.296, -0.812, 2.357], [0.088, -0.042, 2.312], [4.110, 0.375, -0.912], [3.350, -0.688, -2.952], [2.492, 1.148, 0.753], [0.896, -1.516, -3.105], [-2.252, -1.421, 2.631], [-0.999, -2.064, 1.468], [-0.409, 1.722, 0.620], [-1.925, -0.731, -0.298], [-2.439, 1.615, 1.356], [-3.395, 0.348, 1.446]],
  "nbo_charge": [-0.146, -0.278, -0.257, 0.068, 0.226, -0.633, -0.448, -0.087, -0.456, -0.794, -0.921, -0.922, 2.090, 0.217, 0.229, 0.240, 0.188, 0.243, 0.247, 0.251, 0.229, 0.357, 0.355],
  "smiles": "N[C@@H]1CS(=O)(=O)[C@H]1c1ccccn1"
}

Stability, descending: one), two)